# 1
C12H31ClO6S2 | wB97M-V/def2-TZVPD

CARTESIAN COORDINATES (ANGSTROEM)
O  -3.43985  -3.75337  4.27470
S  -3.07239  -2.24168  4.13729
O  -4.24298  -1.37405  3.24748
S  -5.72820  -1.25361  4.07537
O  -1.68758  -2.26428  3.08713
Cl  -0.77242  -0.93270  3.66864
H  -6.72949  -1.62471  3.14975
C  -1.37684  1.05451  1.01134
C  -2.03895  2.37389  1.37297
O  -1.36069  3.51233  0.84811
C  -1.24360  3.58260  -0.57112
C  -2.58318  3.60462  -1.28771
H  -0.33717  1.03833  1.36248
H  -1.91638  0.21826  1.46781
H  -1.35769  0.89009  -0.06779
H  -2.03524  2.48095  2.46240
H  -3.08932  2.38514  1.06677
H  -0.61198  2.76685  -0.93817
H  -0.70777  4.51177  -0.79718
H  -3.16061  2.69543  -1.10413
H  -2.43556  3.69610  -2.36773
H  -3.18739  4.45068  -0.94343
C  2.16743  4.32721  -0.78916
C  1.96016  3.61310  -2.11469
O  2.83513  4.06396  -3.14556
C  4.23193  3.90926  -2.90490
C  4.65155  2.46519  -2.68809
H  2.03818  5.41003  -0.91268
H  1.44845  3.96874  -0.04528
H  3.17032  4.16334  -0.39006
H  0.94017  3.80703  -2.46160
H  2.04320  2.52861  -1.99574
H  4.54234  4.54157  -2.06648
H  4.74879  4.29725  -3.79027
H  4.17106  2.02668  -1.81025
H  5.73419  2.40083  -2.54535
H  4.37474  1.85241  -3.55254
C  0.58839  -7.11647  0.29981
C  1.22965  -5.88903  0.92601
O  1.40714  -4.81135  0.01022
C  0.22521  -4.29124  -0.59427
C  -0.77640  -3.74462  0.40894
H  1.18659  -7.47047  -0.54949
H  0.50832  -7.92335  1.03555
H  -0.41510  -6.90592  -0.07516
H  2.22635  -6.16051  1.28825
H  0.66582  -5.55249  1.80123
H  -0.23339  -5.04867  -1.23856
H  0.54216  -3.47640  -1.25544
H  -1.13465  -4.51795  1.09259
H  -1.64432  -3.32639  -0.10913
H  -0.31810  -2.95751  1.01708

Computed properties:
Strongest force on any atom: 0.1171 Eh/bohr
Net charge: 0
ΔE to the lowest compared entry with this formula, charge and spin: 1.147 eV
HOMO-LUMO gap: 8.6 eV
HOMO: -9.618 eV

# 2
C6H18CrI2O6 | wB97M-V/def2-TZVPD

CARTESIAN COORDINATES (ANGSTROEM)
Cr  5.68356  10.90086  7.97198
I  8.21279  11.86599  8.23933
I  3.07930  9.88187  7.77605
C  4.23377  11.90478  10.80456
O  5.25389  11.74352  9.86852
H  4.20056  12.68522  11.53336
H  3.28748  12.00604  10.31494
H  4.08773  10.98805  11.31406
H  6.05800  12.29266  10.01038
C  4.95705  14.00755  6.28642
O  4.51102  12.89596  7.00985
H  4.37115  14.27211  5.43822
H  4.87788  14.84331  6.98412
H  6.01335  13.77734  6.09982
H  3.85282  12.45078  6.56912
C  5.43818  10.08085  4.74080
O  6.17402  10.69170  5.87432
H  5.04554  10.90494  4.19026
H  6.26037  9.67655  4.12208
H  4.68257  9.38521  5.10733
H  7.09887  10.40678  5.82801
C  4.94121  6.84392  10.12886
O  4.72409  6.81291  8.59116
C  5.36822  7.78345  7.93734
O  6.18157  8.61001  8.34280
O  5.10321  7.79300  6.64200
C  4.26536  6.82174  6.06340
H  5.93226  7.21807  10.39873
H  4.92075  5.81427  10.57600
H  4.16827  7.40969  10.60859
H  4.23494  5.89640  6.54095
H  4.57666  6.63568  4.99481
H  3.20076  7.19384  6.09035

Computed properties:
⟨S²⟩: 6.014
Spin multiplicity: 5
Strongest force on any atom: 0.0662 Eh/bohr
Net charge: 0
HOMO-LUMO gap (alpha / beta): 8.5 / 8.9 eV
HOMO (alpha / beta): -7.969 / -8.403 eV

# 3
C39H35AsI2N2O7PS2V | wB97M-V/def2-TZVPD

CARTESIAN COORDINATES (ANGSTROEM)
V  0.26108  -0.40936  -0.68518
O  -3.53931  -3.39892  1.98924
C  -4.03948  -3.21675  0.75287
C  -5.33117  -3.67829  0.50269
C  -5.90127  -3.51640  -0.74587
C  -5.19602  -2.89979  -1.77607
C  -3.91927  -2.43349  -1.53106
C  -3.33221  -2.56932  -0.27318
C  -2.01623  -1.95483  -0.03835
O  -1.55381  -1.12506  -0.91014
N  -1.38146  -2.21453  1.07398
N  -0.19052  -1.51776  1.11702
C  0.57289  -1.79122  2.10745
C  1.85980  -1.18286  2.35024
C  2.47625  -1.36098  3.59313
C  3.69005  -0.77427  3.88032
C  4.31539  -0.00278  2.89708
C  3.73653  0.17596  1.65881
C  2.49510  -0.40523  1.36457
O  1.96451  -0.26347  0.17033
H  -2.62219  -3.03413  1.98994
H  -5.86536  -4.16088  1.31096
H  -6.90641  -3.88125  -0.92144
H  -5.63707  -2.78288  -2.75674
H  -3.34489  -1.95160  -2.31108
H  0.20654  -2.52130  2.82778
H  1.97558  -1.97269  4.33644
H  4.15567  -0.91800  4.84604
H  5.27382  0.45806  3.10236
H  4.22862  0.75755  0.88885
C  -5.30796  0.07493  2.08158
C  -4.30965  0.37797  2.99594
C  -3.04966  0.75523  2.55513
C  -2.77810  0.82815  1.19114
C  -3.79202  0.53647  0.27632
C  -5.04944  0.16024  0.72147
P  -1.14867  1.26343  0.51112
C  -0.28156  2.20816  1.81182
C  0.03510  3.55545  1.65256
C  0.79039  4.21547  2.61104
C  1.24588  3.54000  3.73400
C  0.93666  2.19836  3.90135
C  0.17841  1.54037  2.94539
C  -1.50175  2.49033  -0.74881
C  -2.55727  3.35114  -0.85938
C  -2.47888  4.41323  -1.78586
C  -1.31940  4.63482  -2.48037
C  -0.19976  3.78141  -2.33941
C  1.05565  4.01613  -2.94548
C  2.09139  3.17161  -2.68752
C  1.92217  2.00146  -1.90071
C  0.69013  1.65604  -1.37513
C  -0.33004  2.63257  -1.52670
H  -6.28581  -0.23456  2.42837
H  -4.50795  0.31495  4.05848
H  -2.28449  0.99796  3.27947
H  -3.59305  0.58222  -0.78854
H  -5.81441  -0.09084  -0.00260
H  -0.29702  4.09299  0.77366
H  1.03273  5.26104  2.46903
H  1.84791  4.05492  4.47210
H  1.30226  1.65306  4.76216
H  -0.04324  0.49124  3.07980
H  -3.43835  3.23305  -0.24063
H  -3.32784  5.07147  -1.91668
H  -1.24218  5.48364  -3.15113
H  1.18954  4.87846  -3.58813
H  3.07476  3.34043  -3.10915
H  2.86325  0.55238  -1.12017
I  -2.07988  0.34927  -3.79128
I  -4.62864  1.24775  -4.29000
O  -0.56931  -3.19848  -3.00827
S  0.66656  -2.55923  -2.64982
O  1.86859  -3.07022  -3.25277
O  0.82543  -2.37746  -1.16036
S  0.57897  -0.50422  -3.03794
C  4.22676  -2.63311  -0.83333
As  5.53836  -1.41495  -1.62359
C  4.74411  -1.31972  -3.41081
C  6.89538  -2.77744  -2.05109
O  3.04225  1.25567  -1.77278
H  4.09633  -3.51734  -1.45716
H  3.26791  -2.12322  -0.76774
H  4.54247  -2.92363  0.16968
H  4.44734  -2.31074  -3.75208
H  5.45923  -0.87890  -4.10653
H  3.85859  -0.68597  -3.37370
H  7.35225  -3.14336  -1.13112
H  7.67635  -2.34013  -2.67371
H  6.43808  -3.61351  -2.58212

Computed properties:
⟨S²⟩: 0.783
Spin multiplicity: 2
Strongest force on any atom: 0.0054 Eh/bohr
Net charge: -1
ΔE to the lowest compared entry with this formula, charge and spin: 0.000 eV
HOMO-LUMO gap (alpha / beta): 6.7 / 6.9 eV
HOMO (alpha / beta): -5.402 / -5.469 eV

# 4
C6H5NO4 | wB97M-V/def2-TZVPD

CARTESIAN COORDINATES (ANGSTROEM)
C  0.73682  -0.41224  0.18004
C  0.74190  -1.21414  1.38186
C  1.63260  -1.16559  -0.55788
C  1.72611  -2.15238  0.61665
C  -1.27321  0.85363  0.86647
C  -0.41991  1.14503  -1.53544
N  -0.19226  0.56967  -0.21163
O  0.28565  -1.19262  2.51232
O  2.06672  -1.10592  -1.66191
O  2.35187  -3.14739  0.84043
O  -2.26965  1.70862  0.56003
H  -1.14151  0.17562  1.68215
H  -0.66797  2.20064  -1.63940
H  -1.31139  0.69364  -2.10196
H  0.38007  1.08824  -2.26799
H  -2.64587  1.95518  1.33628

Computed properties:
Strongest force on any atom: 0.1474 Eh/bohr
Net charge: 0
ΔE to the lowest compared entry with this formula, charge and spin: 3.763 eV
HOMO-LUMO gap (alpha / beta): 6.9 / 6.2 eV
HOMO (alpha / beta): -8.305 / -8.275 eV

# 5
C11H17BIrN6 | wB97M-V/def2-TZVPD

CARTESIAN COORDINATES (ANGSTROEM)
C  -2.92197  0.82869  0.67452
N  -1.69759  0.56649  0.12325
N  -1.85801  -0.35445  -0.90980
C  -3.21089  -0.56473  -1.04067
C  -3.88066  0.08979  -0.02397
B  -0.78933  -0.70827  -2.04396
N  0.12498  0.57473  -2.12283
N  0.34847  1.45362  -1.07207
C  0.91916  2.59329  -1.56505
C  1.00496  2.46986  -2.95091
C  0.46640  1.23032  -3.27199
Ir  0.02113  1.24537  0.86710
N  -0.16362  -2.21090  -2.24187
N  0.95991  -2.94543  -1.69741
C  1.02462  -4.11175  -2.33201
C  -0.01323  -4.20014  -3.30391
C  -0.71082  -2.98817  -3.20703
H  1.77722  -4.87722  -2.13371
H  -1.54230  -2.62731  -3.79816
H  -0.24146  -5.01989  -3.96511
H  -1.45014  -0.62957  -3.08239
H  0.32956  0.74739  -4.22530
H  -3.61973  -1.10962  -1.88436
H  1.42935  3.19523  -3.61556
H  -4.94309  0.04229  0.19611
H  1.17607  3.40349  -0.89387
H  -3.05463  1.51250  1.50347
H  1.74639  1.18556  0.86224
C  1.60644  1.93840  1.72783
H  2.13151  2.83926  1.41356
H  0.47875  2.21219  1.93808
H  2.00365  1.46578  2.62623
C  0.13285  -0.48434  1.86775
H  -0.40202  -0.17134  2.78228
H  1.15923  -0.82238  2.11531
H  -0.43183  -1.30517  1.40994

Computed properties:
⟨S²⟩: 8.810
Spin multiplicity: 6
Strongest force on any atom: 0.1430 Eh/bohr
Net charge: +4
ΔE to the lowest compared entry with this formula, charge and spin: 1.310 eV
HOMO-LUMO gap (alpha / beta): 8.7 / 4.8 eV
HOMO (alpha / beta): -23.416 / -23.245 eV

# 6
C31H25BCl6N9O6Ti | wB97M-V/def2-TZVPD

CARTESIAN COORDINATES (ANGSTROEM)
Ti  0.30750  -0.10257  -0.58958
C  -0.91436  -2.93260  -2.60491
C  -1.79852  -2.47982  -1.49405
C  -2.91716  -3.14604  -0.96870
C  -3.37271  -2.33355  0.04162
N  -2.59010  -1.24064  0.08937
N  -1.61206  -1.33884  -0.83641
B  -2.59910  -0.07744  1.11039
N  -1.49610  -0.34256  2.13781
C  -1.50259  -0.55322  3.46534
C  -0.21596  -0.83113  3.85920
C  0.55272  -0.76679  2.68484
C  2.02197  -0.95018  2.53894
N  -0.23288  -0.48516  1.65167
N  -2.31622  1.26324  0.38656
C  -3.05100  2.38887  0.42347
C  -2.35659  3.37877  -0.23365
C  -1.16220  2.77348  -0.64901
C  -0.03120  3.38159  -1.40122
N  -1.15993  1.50012  -0.26702
N  -4.01589  0.02205  1.69612
C  -5.15302  0.00923  0.96357
C  -6.18695  0.40872  1.77331
C  -5.57475  0.67087  3.01701
C  -6.20213  1.13514  4.29046
N  -4.27360  0.44689  2.95356
H  -1.50608  -3.17477  -3.48991
H  -0.18573  -2.16780  -2.86596
H  -0.36147  -3.82441  -2.30415
H  -3.31431  -4.09745  -1.27683
H  -4.19231  -2.45507  0.72791
H  -2.41817  -0.47442  4.02113
H  0.13318  -1.03922  4.85540
H  2.39562  -1.63378  3.30160
H  2.27511  -1.33066  1.55329
H  2.54262  0.00162  2.65729
H  -4.00255  2.41289  0.92614
H  -2.65516  4.40047  -0.38919
H  -0.33963  4.33575  -1.82800
H  0.82323  3.53628  -0.73682
H  0.29670  2.72319  -2.20796
H  -5.13704  -0.26596  -0.07736
H  -7.22663  0.49944  1.50947
H  -6.97100  0.43910  4.63114
H  -5.43977  1.21403  5.06325
H  -6.67135  2.11304  4.16836
O  8.38899  2.41102  1.42933
C  7.35046  2.35863  2.11087
O  7.08231  2.85225  3.21846
C  6.21175  1.53300  1.48040
C  6.40249  0.19515  1.15141
C  5.34583  -0.52514  0.61385
N  4.14862  -0.01364  0.36176
C  3.96550  1.27895  0.65516
C  4.96014  2.07350  1.22319
C  2.60884  1.89445  0.39145
O  2.43325  3.09339  0.56040
O  1.67840  1.08100  0.00062
H  7.36645  -0.27175  1.30453
H  5.47593  -1.57685  0.36931
H  4.74054  3.10136  1.47172
Cl  2.80674  -3.27449  -3.08740
C  3.07634  -3.08691  -1.32394
C  1.71661  -3.02506  -0.62468
O  1.23945  -4.03131  -0.12539
O  1.19422  -1.85556  -0.62597
H  3.62123  -2.15702  -1.17449
H  3.63465  -3.95774  -0.99514
Cl  3.04998  0.18424  -2.64729
C  1.54627  0.16185  -3.53379
C  0.36290  0.18990  -2.82031
C  -0.85728  0.30602  -3.73155
Cl  -2.32725  0.85666  -3.06593
C  -0.81229  0.01620  -5.10218
Cl  -2.28202  -0.11349  -6.02502
C  0.39246  -0.16454  -5.71653
Cl  0.52263  -0.71856  -7.33303
C  1.64304  0.04548  -4.91811
Cl  3.12041  0.12830  -5.76919

Computed properties:
⟨S²⟩: 3.805
Spin multiplicity: 4
Strongest force on any atom: 0.0116 Eh/bohr
Net charge: -2
ΔE to the lowest compared entry with this formula, charge and spin: 0.000 eV
HOMO-LUMO gap (alpha / beta): 5.2 / 4.8 eV
HOMO (alpha / beta): -1.591 / -3.150 eV

# 7
CH6NOP | wB97M-V/def2-TZVPD

CARTESIAN COORDINATES (ANGSTROEM)
C  1.33112  -0.20351  0.03057
N  -0.04177  -0.65435  0.08543
O  -2.60194  -0.26813  -0.05707
P  -1.31223  0.40002  0.02617
H  1.37847  0.78346  0.48803
H  1.96621  -0.88472  0.59809
H  1.71536  -0.13248  -0.99060
H  -0.24421  -1.54516  -0.34863
H  -1.10875  1.17618  1.16124
H  -1.08228  1.32869  -0.99324

Computed properties:
Strongest force on any atom: 0.0243 Eh/bohr
Net charge: 0
ΔE to the lowest compared entry with this formula, charge and spin: 0.480 eV
Structure (SMILES): CN[PH2]=O
HOMO-LUMO gap: 11.0 eV
HOMO: -10.067 eV